*one*
DFT (wB97M-V/def2-TZVPD) results for a cluster of 5 separate species, CH10O6 in total.

As for the SMILES: O=CO.O.O.O.O. Its spin multiplicity is 1. Its total charge is 0. As for the frontier orbital gap: 10.912 eV.

Element x y z (Å)
O: 0.946 -0.096 -2.520
C: 1.453 -0.879 -1.753
O: 0.778 -1.569 -0.811
H: 2.497 -1.060 -1.606
H: 1.184 -1.343 0.051
O: -1.047 0.620 1.798
H: -1.188 1.426 1.392
H: -1.685 0.648 2.512
O: -0.484 2.397 -0.695
H: -0.628 1.537 -1.126
H: -0.221 3.005 -1.441
O: -1.769 -0.518 -0.992
H: -1.594 -0.151 -0.086
H: -0.900 -0.953 -1.119
O: 1.147 -0.993 1.906
H: 0.504 -0.238 2.037
H: 1.008 -1.832 2.451

*two*
DFT (wB97M-V/def2-TZVPD) results for a cluster of 5 separate species, CH10O6 in total.

As for the SMILES: O=CO.O.O.O.O. Its spin multiplicity is 1. Its total charge is 0. As for the frontier orbital gap: 11.616 eV.

Element x y z (Å)
O: 0.137 -2.754 0.857
C: 0.041 -1.674 1.440
O: -0.193 -0.500 0.819
H: 0.143 -1.533 2.506
H: -0.047 0.299 1.362
O: -0.102 3.119 -0.470
H: -0.082 2.350 -1.081
H: -0.648 3.801 -0.903
O: 0.114 0.870 -2.031
H: 0.933 0.873 -2.565
H: -0.019 -0.135 -1.924
O: -0.113 -1.997 -1.891
H: -0.028 -2.312 -0.958
H: -0.129 -2.751 -2.421
O: 0.095 1.845 1.918
H: 0.083 2.480 2.662
H: 0.048 2.313 1.068

Energies in eV, measured from the most stable structure: *one* 0.896; *two* 0.000.

*one*
DFT (wB97M-V/def2-TZVPD) results for an isolated molecule of C3H3ClIN.

As for the SMILES: N#C[C@@H](Cl)CI. Its spin multiplicity is 1. Its total charge is 0. As for the frontier orbital gap: 9.862 eV.

Element x y z (Å)
N: -0.552 0.892 2.365
C: -0.060 0.669 1.358
C: 0.546 0.343 0.020
Cl: 2.363 0.048 0.012
C: -0.294 -0.760 -0.678
I: -2.394 -0.158 -0.732
H: 0.533 1.426 -0.501
H: -0.025 -0.840 -1.705
H: -0.118 -1.619 -0.139

*two*
DFT (wB97M-V/def2-TZVPD) results for a cluster of 2 separate species, C3H3ClIN in total.

Its spin multiplicity is 1. Its total charge is 0. As for the frontier orbital gap: 9.348 eV.

Element x y z (Å)
C: -1.493 -0.561 -1.715
C: -0.070 0.045 0.744
C: -0.182 -0.241 -1.337
N: -2.542 -0.693 -2.134
Cl: 0.264 1.156 -2.178
I: 0.111 -1.824 1.773
H: 0.865 0.668 0.952
H: -0.952 0.622 0.924
H: 0.710 -0.891 -1.526

Energies in eV, measured from the most stable structure: *one* 0.000; *two* 1.713.